(1)
The following is a quantum chemistry calculation of a cluster of 2 separate species, C3H2BrClF2 in total in a non-equilibrium geometry, from the Open Molecules 2025 dataset.

Structure (XYZ):
```
9
Properties=species:S:1:pos:R:3:forces:R:3:lowdin_charge:R:1
F 0.046 -0.488 1.625 0.08 -0.33 0.11 -0.03
C 1.079 -0.823 0.835 1.70 2.29 0.42 -0.83
F 1.972 -1.544 1.552 -0.59 -0.84 -0.07 0.00
Cl 0.452 -1.669 -0.564 0.55 -0.24 0.23 0.71
H 1.711 0.121 0.638 -1.55 -1.21 -0.60 0.15
C -1.334 0.626 -1.614 0.30 -2.72 -5.23 -0.08
C -1.350 1.412 -0.748 -0.09 2.44 4.18 -0.73
Br -1.337 2.276 0.884 -0.09 -0.27 -1.18 0.73
H -1.240 0.089 -2.608 -0.31 0.90 2.14 0.07
```
Positions in Å, forces in eV/Å.

Results
Energy above the lowest of the compared OMol25 structures with the same formula, charge and spin: 2.022 eV
HOMO: -10.1 eV
Kohn-Sham gap: 10.677 eV
Structure (SMILES): FC(F)Cl.C#CBr
2S+1: 1
DFT total energy: -91140.3411 eV
Net charge: 0



(2)
The following is a quantum chemistry calculation of a structure of composition C24H36NP2Se3TaTe in a non-equilibrium geometry, from the Open Molecules 2025 dataset.

Structure (XYZ):
```
68
Properties=species:S:1:pos:R:3:forces:R:3:lowdin_charge:R:1
Ta 0.732 -0.388 -0.345 -0.21 1.31 -0.11 0.81
C 3.561 2.690 2.200 -0.13 0.09 -0.09 -0.08
C 3.009 1.399 1.613 -0.34 -0.22 -0.12 -0.53
C 3.773 0.196 2.175 -0.17 -0.14 -0.03 -0.14
P 1.187 0.984 1.831 0.70 1.01 0.20 1.04
C 0.780 0.971 3.668 -0.03 -0.47 -0.28 -0.47
C 0.630 2.387 4.215 0.17 -0.01 -0.14 -0.09
C -0.495 0.177 3.936 0.15 0.00 0.03 -0.09
C 0.062 2.255 1.157 -0.17 -0.70 -0.14 -0.32
C 0.164 3.631 1.343 0.05 0.12 -0.18 -0.07
C -0.823 4.478 0.867 0.22 0.00 0.10 -0.03
C -1.900 3.959 0.167 -0.02 -0.31 -0.04 -0.02
C -1.995 2.598 -0.071 0.06 -0.04 -0.16 -0.02
C -1.040 1.723 0.449 0.39 1.16 0.43 -0.38
N -1.077 0.339 0.192 0.64 -0.75 -0.24 -0.22
C -2.315 -0.287 0.125 -1.55 -1.20 -0.26 -0.30
C -3.495 0.210 0.696 0.51 0.01 0.05 -0.01
C -4.713 -0.386 0.423 0.02 -0.15 -0.07 -0.03
C -4.796 -1.486 -0.420 -0.05 0.06 0.05 -0.04
C -3.634 -2.081 -0.875 0.02 0.17 0.13 -0.07
C -2.402 -1.517 -0.573 0.18 0.34 -0.04 -0.30
P -0.829 -2.345 -0.829 0.02 -0.32 -0.02 1.00
C -0.710 -3.543 0.596 0.04 0.17 -0.11 -0.50
C -2.016 -4.295 0.834 0.08 -0.04 -0.13 -0.08
C -0.339 -2.761 1.858 -0.15 -0.03 -0.33 -0.13
C -0.615 -3.204 -2.469 0.22 0.27 0.12 -0.52
C -1.223 -2.341 -3.569 0.08 0.14 0.04 -0.10
C -1.125 -4.638 -2.512 0.03 0.03 0.11 -0.09
H 4.621 2.753 1.957 0.06 -0.01 -0.04 0.10
H 3.485 2.703 3.283 -0.04 0.02 0.12 0.08
H 3.082 3.574 1.788 0.00 0.08 0.02 0.07
H 3.151 1.431 0.517 -0.13 -0.05 0.17 0.08
H 3.791 0.233 3.261 0.04 0.00 0.12 0.08
H 4.802 0.212 1.824 0.08 0.01 -0.02 0.10
H 3.333 -0.761 1.874 0.14 0.12 0.10 0.00
H 1.628 0.474 4.148 0.00 0.01 -0.08 0.11
H -0.258 2.868 3.818 -0.10 0.05 -0.03 0.08
H 1.493 3.012 4.014 0.07 0.14 -0.01 0.06
H 0.515 2.328 5.294 0.00 -0.08 0.14 0.10
H -1.331 0.553 3.345 -0.08 0.02 -0.07 0.08
H -0.759 0.294 4.985 -0.06 0.00 0.09 0.10
H -0.362 -0.881 3.748 -0.03 -0.13 -0.03 0.05
H 1.015 4.047 1.859 0.00 0.02 0.09 0.10
H -0.749 5.540 1.033 0.03 0.12 0.04 0.12
H -2.675 4.610 -0.203 -0.04 0.11 -0.11 0.13
H -2.797 2.216 -0.684 -0.07 0.01 0.04 0.13
H -3.457 1.070 1.349 -0.03 0.07 -0.04 0.12
H -5.608 0.015 0.873 -0.09 0.09 -0.01 0.12
H -5.756 -1.890 -0.694 -0.14 -0.11 0.04 0.12
H -3.682 -2.987 -1.454 -0.04 -0.19 -0.09 0.11
H 0.095 -4.242 0.345 -0.04 0.07 -0.08 0.12
H -2.811 -3.610 1.123 -0.04 -0.01 0.04 0.08
H -1.867 -4.999 1.649 0.02 -0.09 0.07 0.10
H -2.335 -4.860 -0.036 -0.08 -0.05 -0.06 0.07
H -1.023 -1.919 1.987 0.03 0.01 0.08 0.06
H 0.699 -2.416 1.847 0.12 0.13 0.00 0.05
H -0.455 -3.414 2.720 0.09 0.03 0.15 0.10
H 0.482 -3.240 -2.594 -0.31 0.13 0.11 0.07
H -2.308 -2.361 -3.515 -0.10 0.06 -0.02 0.08
H -0.930 -2.720 -4.545 0.04 -0.09 -0.05 0.10
H -0.887 -1.304 -3.505 -0.05 0.01 -0.04 0.04
H -2.203 -4.705 -2.389 -0.11 0.01 0.03 0.08
H -0.637 -5.255 -1.764 -0.02 -0.17 0.11 0.08
H -0.884 -5.055 -3.487 0.02 -0.03 -0.08 0.10
Se 2.671 -1.955 -0.553 0.14 -0.35 0.13 0.10
Se 3.100 -1.612 -2.847 -0.12 -0.17 -0.01 -0.03
Te 3.029 0.880 -3.072 0.24 0.01 0.10 0.47
Se 0.640 1.118 -2.311 -0.20 -0.25 0.32 0.08
```
Positions in Å, forces in eV/Å.

Results
Energy above the lowest of the compared OMol25 structures with the same formula, charge and spin: 0.693 eV
HOMO: -13.7 eV
Kohn-Sham gap: 6.191 eV
2S+1: 1
DFT total energy: -250412.3916 eV
Net charge: +2



(3)
The following is a quantum chemistry calculation of a structure of composition C4H12N3 in a non-equilibrium geometry, from the Open Molecules 2025 dataset.

Structure (XYZ):
```
19
Properties=species:S:1:pos:R:3:forces:R:3:lowdin_charge:R:1
C -0.323 0.177 1.477 0.01 0.03 -1.09 -0.40
C -1.550 0.974 1.781 -1.36 -1.48 0.00 0.02
C 1.321 -0.044 -1.546 -2.85 1.70 0.86 -0.07
C 0.423 -1.099 -0.913 2.76 -1.06 1.18 -0.24
N 0.202 -0.856 2.194 0.39 -2.45 0.53 0.09
N 1.020 0.235 1.765 1.23 2.41 -0.88 0.10
N -0.771 -0.589 -0.230 0.94 -1.45 4.03 0.11
H -1.783 1.222 2.840 0.79 -0.64 -0.45 0.12
H -2.363 0.222 1.448 0.69 1.70 0.55 0.13
H -1.601 1.922 1.286 -0.08 0.32 -0.76 0.09
H 0.648 0.474 -2.235 0.31 0.33 -0.25 0.09
H 1.608 0.701 -0.809 0.51 0.12 -0.19 0.06
H 2.111 -0.413 -2.128 1.17 -0.77 -0.37 0.08
H 1.070 -1.634 -0.098 -1.51 0.56 -1.27 0.15
H 0.305 -1.786 -1.743 -1.14 -0.54 0.41 0.12
H 0.086 -0.772 3.199 -0.18 -0.07 0.13 0.14
H 1.830 0.157 1.086 -1.68 -0.72 0.87 0.15
H -1.393 -1.291 0.268 0.96 0.84 -1.57 0.18
H -1.237 0.243 -0.438 -0.94 1.16 -1.72 0.10
```
Positions in Å, forces in eV/Å.

Results
Energy above the lowest of the compared OMol25 structures with the same formula, charge and spin: 5.169 eV
HOMO: -14.4 eV
Kohn-Sham gap: 11.009 eV
2S+1: 1
DFT total energy: -8802.5656 eV
Net charge: +1



(4)
The following is a quantum chemistry calculation of the molecule C2H3ClFN in a non-equilibrium geometry, from the Open Molecules 2025 dataset.

Structure (XYZ):
```
8
Properties=species:S:1:pos:R:3:forces:R:3:lowdin_charge:R:1
C 1.273 0.550 -0.385 -6.20 -0.01 1.14 0.09
C 0.153 -0.196 -0.064 0.19 -1.53 0.23 -0.27
F 0.511 -1.479 -0.083 0.18 -1.61 0.66 -0.01
N -1.440 -0.502 0.367 4.51 1.50 -4.98 -0.45
Cl -2.449 0.776 0.091 -1.17 1.46 0.03 0.58
H 1.192 1.517 -0.716 -0.09 2.41 -0.10 0.02
H 2.147 0.055 -0.500 2.35 -1.75 -0.42 0.03
H -1.388 -0.722 1.291 0.23 -0.47 3.44 0.00
```
Positions in Å, forces in eV/Å.

Results
Energy above the lowest of the compared OMol25 structures with the same formula, charge and spin: 3.066 eV
HOMO: -9.5 eV
Kohn-Sham gap: 10.289 eV
Structure (SMILES): C=C(F)NCl
2S+1: 1
DFT total energy: -18848.6467 eV
Net charge: 0